a) H14O7 | ωB97M-V with the def2-TZVPD basis set

CARTESIAN COORDINATES (ANGSTROEM)
O1 -1.51 -2.44 1.94
H1 -1.66 -2.06 2.81
H2 -0.77 -3.04 2.06
O2 -1.21 1.55 -0.65
H3 -1.62 2.12 -1.29
H4 -1.72 1.68 0.15
O3 1.89 -2.71 1.80
H5 1.97 -1.77 1.62
H6 2.14 -2.80 2.72
O4 -2.10 -0.53 -2.94
H7 -1.78 0.09 -2.29
H8 -1.34 -0.70 -3.50
O5 0.23 -0.34 0.52
H9 -0.39 -0.96 0.90
H10 -0.31 0.26 0.01
O6 0.47 3.87 -0.31
H11 -0.09 4.45 0.22
H12 -0.10 3.15 -0.56
O7 2.90 -0.17 -1.25
H13 2.02 -0.40 -0.97
H14 3.00 0.75 -0.99

The SMILES is O.O.O.O.O.O.O. Its LUMO energy is -0.18 eV. Its molar mass is 126.10 u. The calculation puts the frontier orbital gap at 0.3961 hartree.

---

b) H14O7 | ωB97M-V with the def2-TZVPD basis set

CARTESIAN COORDINATES (ANGSTROEM)
O1 -2.27 0.60 -1.06
H1 -1.54 0.44 -0.47
H2 -2.55 -0.28 -1.34
O2 1.11 0.96 -0.91
H3 1.04 1.75 -0.38
H4 0.77 1.20 -1.77
O3 2.08 -0.54 -0.53
H5 1.52 0.23 -0.43
H6 1.89 -1.07 0.24
O4 -0.43 -1.02 -2.45
H7 -0.45 -1.53 -1.64
H8 0.41 -1.25 -2.86
O5 -1.09 0.62 2.63
H9 -1.40 -0.16 3.09
H10 -0.26 0.35 2.24
O6 0.47 -0.03 1.61
H11 0.70 -0.87 2.02
H12 0.76 0.63 2.23
O7 -0.54 -0.25 -0.21
H13 0.07 0.28 -0.73
H14 -0.30 -0.06 0.70

Its LUMO energy is -0.69 eV. Its molar mass is 126.10 u. The calculation puts the frontier orbital gap at 0.2974 hartree.

---

Short version: a), b), most stable first.

---

a) H14O7 | ωB97M-V with the def2-TZVPD basis set

CARTESIAN COORDINATES (ANGSTROEM)
O1 2.03 -1.41 -0.56
H1 1.95 -2.36 -0.51
H2 1.17 -1.11 -0.88
O2 0.18 0.57 0.76
H3 0.98 0.06 0.92
H4 -0.26 0.11 0.05
O3 -1.30 2.08 -0.30
H5 -0.90 2.93 -0.47
H6 -0.70 1.65 0.31
O4 3.23 1.15 -0.09
H7 2.87 0.27 -0.19
H8 4.07 1.03 0.35
O5 -0.13 -0.89 -0.96
H9 -0.88 -1.38 -0.62
H10 -0.36 -0.69 -1.86
O6 -2.57 0.20 0.31
H11 -2.80 -0.29 -0.48
H12 -2.14 0.99 -0.02
O7 -1.54 -1.32 1.24
H13 -2.12 -0.55 1.23
H14 -0.79 -1.05 1.78

Its LUMO energy is 0.04 eV. Its molar mass is 126.10 u. The calculation puts the frontier orbital gap at 0.3646 hartree.

---

b) H14O7 | ωB97M-V with the def2-TZVPD basis set

CARTESIAN COORDINATES (ANGSTROEM)
O1 0.81 -2.31 -0.52
H1 0.06 -1.70 -0.53
H2 0.85 -2.46 -1.44
O2 -0.08 1.68 3.21
H3 -0.70 0.97 3.33
H4 0.11 1.56 2.23
O3 0.73 1.74 -2.26
H5 0.44 1.09 -2.90
H6 0.34 2.57 -2.46
O4 -1.61 -1.04 -0.04
H7 -2.28 -1.56 -0.41
H8 -1.75 -0.21 -0.51
O5 2.48 -2.92 1.53
H9 2.43 -2.16 2.09
H10 1.88 -2.83 0.76
O6 0.82 0.86 0.56
H11 0.89 1.23 -0.31
H12 0.86 -0.06 0.35
O7 -2.12 1.60 -0.65
H13 -2.74 1.62 -1.41
H14 -1.44 2.32 -0.63

The SMILES is O.O.O.O.O.O.O. Its LUMO energy is -0.48 eV. Its molar mass is 126.10 u. The calculation puts the frontier orbital gap at 0.3608 hartree.

---

Short version: b), a), most stable first.

---

a) H14O7 | ωB97M-V with the def2-TZVPD basis set

CARTESIAN COORDINATES (ANGSTROEM)
O1 0.22 0.03 0.06
H1 0.50 0.33 0.92
H2 0.51 -0.78 -0.13
O2 -2.05 1.77 0.17
H3 -1.19 1.26 0.07
H4 -1.93 2.11 -0.71
O3 -2.33 -0.18 2.43
H5 -2.70 0.26 3.30
H6 -2.29 0.62 1.83
O4 1.21 -2.25 -1.07
H7 1.01 -3.02 -0.48
H8 2.02 -1.83 -0.76
O5 -0.81 -1.69 -3.15
H9 -0.86 -0.67 -3.32
H10 -0.30 -1.94 -2.30
O6 1.42 0.78 2.44
H11 1.26 0.32 3.26
H12 2.32 0.68 2.06
O7 1.71 1.63 -1.63
H13 0.92 1.44 -2.17
H14 1.37 1.13 -0.82

The SMILES is O.O.O.O.O.O.O. Its LUMO energy is -0.21 eV. Its molar mass is 126.10 u. The calculation puts the frontier orbital gap at 0.3929 hartree.

---

b) H14O7 | ωB97M-V with the def2-TZVPD basis set

CARTESIAN COORDINATES (ANGSTROEM)
H1 0.27 -0.42 -0.85
H2 0.19 0.61 -1.97
H3 3.03 -1.04 2.44
H4 1.67 -1.25 3.10
H5 4.63 0.79 -1.43
H6 5.61 -0.21 -0.82
H7 -4.24 -2.04 -0.94
H8 -2.89 -1.87 -0.27
H9 -0.81 3.68 -1.47
H10 -0.55 3.81 0.02
H11 0.42 -2.34 0.26
H12 -0.25 -2.95 -0.96
H13 -3.17 2.31 1.67
H14 -3.09 1.23 0.60
O1 -0.36 0.07 -1.40
O2 2.24 -0.57 2.73
O3 4.84 0.33 -0.61
O4 -3.66 -2.45 -0.29
O5 -0.96 3.23 -0.63
O6 0.40 -2.29 -0.70
O7 -3.34 1.37 1.52

The SMILES is O.O.O.O.O.O.O. Its LUMO energy is 0.38 eV. Its molar mass is 126.10 u. The calculation puts the frontier orbital gap at 0.4018 hartree.

---

Short version: b), a), most stable first.